This record from the Open Molecules 2025 dataset describes the molecule C5H6O2 in a non-equilibrium geometry. The level of theory is ωB97M-V/def2-TZVPD.

Positions of all 13 atoms, in Å:
C: 1.3206 -0.0147 -0.4751
C: -0.0047 -0.2297 0.1620
O: -1.1247 -0.3505 -0.6353
C: -1.2981 0.2865 -1.8259
O: -0.6143 1.1642 -2.2624
C: -0.3112 -0.2294 1.5102
C: 0.6386 -0.5001 2.5740
H: 1.4783 -0.6937 -1.3181
H: 2.0585 -0.1536 0.3176
H: 1.3799 1.0142 -0.8592
H: -1.3677 -0.0026 1.6465
H: -2.1988 -0.1221 -2.3090
H: 0.0436 -0.1685 3.4748

Computed properties:
LUMO level ... -0.97 eV
Energy relative to the best compared isomer or geometry (same formula, charge and spin) ... 98.6 kcal/mol
Kohn-Sham gap ... 7.587 eV
Maximum force ... 1.923 eV Å⁻¹
Net charge ... 0
E_tot ... -9372.8183 eV
Highest occupied orbital energy ... -8.5523 eV